Record 1
C43H42CrF2I2N7OP2Se2 as an isolated structure at a distorted geometry. Source: the OMol25 dataset; level of theory: ωB97M-V/def2-TZVPD.

```
102
Properties=species:S:1:pos:R:3:forces:R:3
Cr 0.317885 -0.255614 -0.164020 -1.239 -0.511 -0.473
Se 7.506079 -1.541506 -0.453712 -0.081 -0.005 0.013
P 6.310842 0.177663 -0.451379 -0.207 -0.070 -0.077
C 6.927944 1.310440 0.828304 0.132 -0.019 0.020
C 7.589012 2.505710 0.569571 -0.060 0.025 0.044
C 8.127863 3.249033 1.615077 -0.032 -0.019 0.010
C 8.017738 2.794271 2.919958 0.046 -0.035 -0.029
C 7.368751 1.591728 3.183548 0.040 -0.046 -0.048
C 6.832277 0.850577 2.144234 0.116 -0.001 0.036
C 6.330137 1.022871 -2.052257 0.036 0.051 -0.061
C 5.195280 1.091138 -2.855444 0.058 0.050 -0.061
C 5.269726 1.658993 -4.121021 0.026 -0.013 0.027
C 6.473853 2.163393 -4.587423 0.020 -0.005 0.018
C 7.616152 2.076328 -3.799167 -0.013 -0.022 0.008
C 7.550178 1.491793 -2.544591 -0.056 -0.004 -0.052
C 4.534206 -0.097215 -0.092207 0.212 -0.274 0.014
C 3.329989 0.614368 -0.043444 -0.162 0.086 0.013
N 2.352872 -0.325354 0.080945 0.443 -0.003 0.080
N 2.927375 -1.522238 0.143617 -0.147 0.095 -0.039
N 4.212208 -1.412816 0.029234 0.072 0.213 0.079
P 2.704367 2.311252 0.017442 -0.207 -0.016 0.006
Se 0.571670 2.274994 -0.326522 0.277 0.245 0.029
C 3.550066 3.373762 -1.180045 -0.104 0.083 -0.082
C 4.859298 3.801067 -0.987457 0.013 0.097 -0.004
C 5.475780 4.615029 -1.922360 0.003 -0.009 -0.046
C 4.783792 5.015990 -3.057787 0.012 0.008 0.027
C 3.473581 4.605694 -3.250115 -0.024 -0.041 0.057
C 2.853377 3.788261 -2.313721 0.114 -0.057 -0.077
C 3.041389 3.005835 1.675777 0.036 -0.014 0.084
C 4.311669 2.967488 2.251342 -0.046 -0.090 -0.044
C 4.540196 3.538237 3.494493 -0.032 0.026 0.067
C 3.504275 4.159611 4.178322 0.006 0.006 -0.030
C 2.235789 4.195682 3.617939 -0.010 -0.039 -0.042
C 2.000594 3.614677 2.378008 0.100 0.066 -0.019
H 7.678841 2.867343 -0.446135 0.000 0.017 0.020
H 8.638806 4.180873 1.405831 -0.011 -0.026 -0.003
H 8.449101 3.368336 3.731531 -0.027 -0.011 -0.020
H 7.289245 1.229032 4.201174 0.000 -0.001 -0.025
H 6.345338 -0.097586 2.343371 0.009 0.004 -0.001
H 4.254354 0.686648 -2.508863 -0.014 -0.009 -0.005
H 4.382995 1.700184 -4.741744 0.024 -0.001 0.023
H 6.529715 2.607299 -5.574311 0.000 -0.011 0.031
H 8.564415 2.442560 -4.173172 -0.022 -0.011 0.010
H 8.451153 1.367039 -1.955967 0.001 -0.014 -0.022
H 5.408212 3.509071 -0.108313 0.035 -0.018 0.114
H 6.499692 4.933011 -1.766152 -0.027 -0.006 -0.004
H 5.266786 5.651902 -3.789876 -0.010 -0.024 0.018
H 2.929265 4.918914 -4.131849 -0.005 -0.003 0.018
H 1.832583 3.461819 -2.461508 -0.013 0.020 0.003
H 5.131659 2.464958 1.756072 -0.160 0.099 0.022
H 5.532561 3.489591 3.925064 -0.085 0.015 -0.028
H 3.685783 4.610614 5.146378 -0.008 -0.008 -0.022
H 1.421494 4.674718 4.147147 -0.004 -0.004 -0.011
H 1.009614 3.633219 1.946362 -0.031 -0.008 -0.016
I -3.333562 -2.670102 -1.382438 0.078 0.026 0.043
C -3.802691 -0.774849 -0.661830 -0.221 -0.153 -0.133
C -5.166342 -0.416364 -0.645387 0.130 -0.022 -0.004
C -5.557620 0.820944 -0.233111 -0.008 0.023 0.011
I -7.603573 1.251023 -0.216264 0.011 0.030 0.004
C -4.587104 1.774673 0.166112 0.010 0.014 0.000
C -4.886602 3.093149 0.580501 -0.064 -0.057 -0.023
C -3.883940 3.945548 0.931211 0.118 0.045 0.024
C -2.554998 3.478288 0.870322 -0.085 0.009 0.005
N -2.239905 2.268492 0.498898 -0.014 -0.115 -0.009
C -3.219088 1.402714 0.143099 0.020 0.278 0.165
C -2.803197 0.087551 -0.262067 0.232 -0.127 -0.116
O -1.545735 -0.268169 -0.255618 0.393 0.115 0.214
H -5.901481 -1.141058 -0.965345 0.012 -0.017 -0.003
H -5.919282 3.414726 0.607987 -0.001 -0.009 0.002
H -4.093396 4.960573 1.242722 0.013 -0.026 -0.001
H -1.725044 4.130691 1.132056 -0.029 0.014 -0.019
C 1.595517 0.663465 5.046702 0.002 -0.014 -0.038
C 0.197675 0.352223 4.500660 0.140 -0.091 -0.158
C 0.240729 0.050479 3.066766 -0.106 0.185 0.379
N 0.283507 -0.150223 1.943237 0.102 -0.027 0.091
H 1.524585 0.888053 6.109573 0.013 0.008 -0.002
H 2.033274 1.521106 4.535612 -0.024 -0.017 0.012
H 2.260755 -0.189588 4.916658 -0.017 0.006 0.007
H -0.481698 1.192709 4.640958 -0.013 0.041 -0.040
H -0.241280 -0.507114 5.007361 -0.017 -0.027 0.014
F -0.431206 -0.687116 -2.850736 -0.039 0.001 0.109
C 0.729391 -0.350878 -2.177974 0.350 -0.401 -0.242
F 1.622968 -1.397642 -2.480642 -0.176 0.135 0.104
H 1.138395 0.510143 -2.708717 0.063 0.206 0.088
C -0.589504 -4.990649 2.338439 -0.034 0.015 0.081
C 0.161329 -4.468746 1.119186 0.017 0.051 -0.010
C -0.298834 -5.217338 -0.126514 -0.090 -0.043 -0.045
C 1.668973 -4.648641 1.316475 0.016 0.021 0.041
N -0.232767 -3.044274 1.006176 -0.034 -0.039 -0.169
N 0.239301 -2.380367 -0.168598 0.197 0.128 0.114
H -0.345670 -6.039642 2.520545 -0.007 0.049 -0.005
H -1.666400 -4.892120 2.191463 0.039 -0.019 -0.002
H -0.314717 -4.421719 3.233191 -0.005 -0.038 -0.043
H -0.148277 -6.289436 0.014862 0.006 0.040 -0.011
H 0.263519 -4.922738 -1.015326 -0.001 -0.002 0.029
H -1.361534 -5.040418 -0.309882 0.049 0.004 0.022
H 1.931964 -5.709076 1.358860 -0.041 0.057 -0.010
H 1.987313 -4.184434 2.254768 0.013 0.000 -0.054
H 2.243957 -4.194339 0.508522 0.032 -0.009 0.009
H 0.150513 -2.526311 1.785937 0.020 -0.021 0.097
H -0.364573 -2.640057 -0.942842 -0.102 0.038 0.009
H 1.198071 -2.652572 -0.388854 0.062 -0.022 -0.092
```
Forces are in eV/Å.

Properties
**LUMO level (alpha / beta)**: -0.38 / -0.07 eV
**Kohn-Sham gap (alpha / beta)**: 7.21 / 7.58 eV
**Spin multiplicity**: 2
**Highest occupied orbital energy (alpha / beta)**: -7.593 / -7.659 eV
**ΔE to the lowest compared entry with this formula, charge and spin**: 11.6 kcal/mol

Atomic partial charges in e from the Mulliken method, atoms 1 to 2:
1. Cr 0.159
2. Se -0.353

=====

Record 2
A 5-piece molecular cluster, C43H42F42N3O6 overall at a distorted geometry. Source: the OMol25 dataset; level of theory: ωB97M-V/def2-TZVPD.

```
136
Properties=species:S:1:pos:R:3:forces:R:3
C -3.515595 3.439789 -0.454896 0.117 -0.009 -0.092
C -3.416405 3.689507 -1.971279 0.388 -0.199 0.561
C -4.066416 2.606436 -2.805324 -0.409 0.955 -0.095
O -3.661763 1.304123 -2.392781 0.264 -0.079 -0.079
C -2.929895 0.643149 -3.402245 -0.718 -0.183 0.295
C -2.337099 -0.591663 -2.805997 0.338 0.311 0.556
C -1.989422 -0.823150 -1.516558 -0.226 0.127 -0.238
C -2.033183 0.029383 -0.298418 0.321 -0.599 0.199
C -0.676561 -0.028906 0.359858 -0.784 0.253 -0.548
O 0.332463 0.073791 -0.224105 1.416 0.022 -0.624
F -0.695986 -0.208484 1.660647 -0.284 -0.106 1.089
N -1.518668 -2.125521 -1.480007 0.059 -0.416 -0.012
N -1.060051 -2.848283 -0.382813 0.113 0.070 -0.172
C -1.543579 -2.674634 -2.700365 -0.154 0.255 0.002
C -1.081083 -4.042301 -3.032243 0.063 0.229 0.311
C 0.476862 -4.132633 -3.086973 -0.441 -0.369 0.149
C 1.033473 -5.348717 -2.391788 0.442 -0.755 -0.134
C 1.107997 -5.491824 -1.005249 0.284 -0.507 0.180
C 1.659087 -6.639435 -0.410004 -0.137 0.397 -0.934
C 2.163705 -7.668240 -1.210630 -0.439 0.785 0.025
C 2.086915 -7.543203 -2.598371 -0.104 0.427 0.301
C 1.532454 -6.394403 -3.184752 0.115 -0.469 0.766
N -2.030330 -1.738092 -3.515907 -0.248 0.187 -0.437
C -2.232721 -1.862310 -4.963702 -0.032 -0.906 0.008
C -0.983201 -2.221018 -5.757807 -0.248 0.613 -0.086
C 0.177875 -1.252344 -5.639654 0.321 -0.248 -0.338
F 1.293120 -1.914155 -6.026712 0.162 -0.014 0.030
F 0.394726 -0.842106 -4.367266 -0.227 0.064 0.255
C 0.062375 -0.014813 -6.574493 0.664 -0.555 -0.045
F 0.347403 -0.457906 -7.807217 -0.088 -0.042 -0.189
F -1.208832 0.430913 -6.599356 -0.236 0.265 0.289
C 1.058124 1.146772 -6.259836 -0.623 0.537 -0.518
F 1.345192 1.744180 -7.426914 0.051 0.085 -0.217
F 2.190674 0.689466 -5.743473 0.179 -0.295 0.361
C 0.473620 2.274858 -5.369252 0.679 -0.048 -0.016
F -0.022470 1.793035 -4.233619 -0.241 -0.137 0.306
F 1.452915 3.115641 -5.067806 0.227 0.191 0.111
F -0.461662 2.941141 -6.015981 -0.467 0.121 -0.114
H -2.526184 3.500288 -0.010104 0.086 0.034 0.184
H -3.915715 2.457311 -0.223325 -0.113 -0.139 -0.011
H -4.136947 4.169445 0.052180 -0.111 0.115 -0.004
H -3.852962 4.658312 -2.192921 -0.085 0.045 -0.318
H -2.362476 3.754329 -2.241415 0.107 0.066 -0.110
H -5.147775 2.718046 -2.735592 -0.173 -0.453 0.178
H -3.828575 2.778958 -3.854501 0.098 -0.146 -0.172
H -3.640086 0.347337 -4.178489 0.123 0.072 -0.330
H -2.172479 1.306768 -3.813296 0.140 -0.071 -0.174
H -2.173478 1.057705 -0.602243 -0.361 0.184 0.052
H -2.810623 -0.302022 0.383681 -0.191 0.234 0.092
H -0.144337 -2.509616 -0.110134 0.003 0.012 0.106
H -1.718591 -2.812133 0.383291 -0.060 0.046 0.008
H -1.475110 -4.696368 -2.259800 0.064 -0.150 0.138
H -1.538886 -4.340168 -3.968698 -0.032 -0.147 -0.118
H 0.756364 -4.221520 -4.131015 0.223 0.299 -0.153
H 0.903717 -3.217953 -2.682734 0.144 0.095 -0.007
H 0.750911 -4.716788 -0.344661 -0.110 0.118 -0.043
H 1.691080 -6.698659 0.665725 0.051 -0.070 0.108
H 2.603702 -8.529104 -0.732928 0.052 -0.178 -0.130
H 2.486438 -8.339368 -3.207252 -0.032 0.000 -0.211
H 1.497316 -6.331040 -4.262802 -0.006 0.089 -0.115
H -2.697922 -0.965023 -5.338219 0.107 0.296 0.094
H -2.962098 -2.653412 -5.125171 -0.078 -0.107 -0.012
H -1.273187 -2.235948 -6.806130 -0.020 -0.060 -0.161
H -0.612903 -3.213709 -5.539078 0.113 -0.086 0.205
C -0.740077 -8.036775 5.042916 0.256 0.016 0.165
C -1.924070 -9.015617 4.981596 -0.224 0.448 -0.109
C -1.836494 -10.184797 3.998855 -0.069 -0.300 0.029
F -1.768069 -9.746238 2.723167 0.048 0.103 0.028
F -2.951044 -10.939097 4.117327 0.033 0.060 0.020
F -3.069360 -8.327939 4.775733 0.027 -0.056 -0.065
F -2.008431 -9.580585 6.216306 0.136 -0.125 0.023
O -0.879491 -6.808368 4.334962 -0.364 -0.207 -0.282
C -0.541742 -6.678047 3.023599 0.215 -0.099 0.425
C -1.750778 -6.276274 2.175921 -0.208 0.056 -0.174
F -2.714034 -7.207347 2.234822 0.059 -0.067 -0.017
F -1.358200 -6.153329 0.879890 -0.013 0.087 0.047
F 0.071189 -7.766034 2.528592 -0.061 -0.015 -0.046
F 0.346478 -5.650590 2.929614 0.049 0.070 -0.099
H -0.688583 -7.729156 6.077092 -0.121 0.052 0.126
H 0.208634 -8.526173 4.826706 -0.076 -0.097 -0.207
H -0.966417 -10.810408 4.215790 0.020 0.041 -0.012
H -2.157590 -5.324012 2.523936 0.079 0.010 0.042
C -1.948212 8.341413 -5.096128 -0.031 0.268 -0.568
C -2.968877 7.912066 -4.029092 0.322 -0.292 -0.057
C -3.018977 8.711652 -2.725458 -0.205 0.114 0.167
F -1.857957 8.617599 -2.051053 0.045 -0.045 -0.078
F -3.996470 8.192350 -1.943539 0.024 -0.009 -0.059
F -2.811082 6.597477 -3.746002 -0.007 -0.032 0.021
F -4.195922 8.057595 -4.600366 -0.064 0.127 0.002
O -0.737409 7.608154 -5.177241 -0.124 -0.222 0.546
C 0.358648 7.940590 -4.425066 -0.193 0.223 -0.367
C 0.768402 6.789604 -3.502898 0.045 -0.183 0.152
F -0.228643 6.478213 -2.649729 -0.020 0.058 -0.017
F 1.839193 7.177833 -2.775028 0.083 0.012 0.021
F 0.182859 9.084309 -3.742729 0.008 -0.054 0.094
F 1.389922 8.138555 -5.274461 0.091 0.002 -0.012
H -2.438326 8.135519 -6.046239 -0.030 -0.064 0.021
H -1.773083 9.416851 -5.075833 0.036 0.003 0.250
H -3.247067 9.762805 -2.920335 0.028 -0.008 -0.011
H 1.023143 5.902478 -4.086314 0.042 0.062 -0.063
C 3.103955 -5.104986 10.604101 0.528 -0.099 0.299
C 1.980013 -4.069905 10.776558 0.100 0.016 -0.471
C 0.652843 -4.548270 11.369318 -0.180 0.100 0.190
F 0.065489 -5.466530 10.574763 0.089 -0.025 -0.033
F -0.183491 -3.490321 11.468205 0.056 -0.018 -0.017
F 1.758445 -3.440352 9.601673 -0.059 -0.040 0.039
F 2.454822 -3.140282 11.651297 0.005 -0.049 0.160
O 3.290649 -5.651566 9.308835 -0.510 0.181 -0.142
C 2.619333 -6.766176 8.889423 0.328 0.009 0.316
C 1.746757 -6.456002 7.671383 -0.142 0.070 -0.242
F 0.820822 -5.526338 7.963707 -0.016 -0.043 0.058
F 1.093563 -7.589313 7.293229 0.229 0.044 0.138
F 1.908401 -7.342457 9.872348 -0.082 0.042 -0.037
F 3.541427 -7.667589 8.483027 0.001 -0.078 -0.059
H 4.021356 -4.547806 10.785010 -0.016 0.060 -0.048
H 3.065986 -5.878436 11.370946 -0.250 -0.042 -0.039
H 0.802045 -4.970582 12.366659 0.023 -0.027 -0.027
H 2.358634 -6.098592 6.841294 0.068 -0.061 0.033
C 3.526028 8.624088 0.589824 0.111 -0.605 -0.149
C 2.324329 9.569123 0.423238 0.195 0.083 0.445
C 2.408407 10.640658 -0.665942 -0.165 0.100 -0.192
F 3.406983 11.510863 -0.425441 0.042 -0.061 0.051
F 1.245582 11.335629 -0.680950 0.023 -0.054 0.013
F 2.021402 10.133410 1.610467 -0.003 0.055 -0.071
F 1.271157 8.779494 0.067867 -0.060 -0.100 -0.162
O 4.438355 8.902706 1.634788 -0.215 0.535 0.040
C 5.515364 9.732958 1.452982 -0.045 -0.427 -0.158
C 5.447389 10.946402 2.383722 0.028 0.162 0.158
F 4.336625 11.666570 2.135805 0.011 -0.018 -0.053
F 6.523900 11.730657 2.158655 0.009 -0.023 -0.010
F 5.664905 10.097543 0.167661 -0.048 0.093 0.020
F 6.620313 9.035027 1.797758 0.086 0.012 0.021
H 3.085129 7.670993 0.877525 -0.053 0.027 0.048
H 4.034369 8.446293 -0.358128 -0.005 0.246 -0.061
H 2.551807 10.181779 -1.648490 0.026 -0.022 0.025
H 5.441595 10.623320 3.426485 0.017 -0.040 -0.020
```
Forces are in eV/Å.

Properties
**LUMO level**: -2.31 eV
**Total charge**: +1
**Kohn-Sham gap**: 9.16 eV
**Highest occupied orbital energy**: -11.467 eV

Atomic partial charges in e from the Mulliken method, atoms 1 to 2:
1. C -1.312
2. C 0.285